No. 1
{"formula": "C20H13BrF3N6O2OsS", "method": "ωB97M-V/def2-TZVPD", "elements": ["Os", "N", "C", "C", "N", "C", "C", "N", "C", "C", "N", "H", "H", "H", "H", "H", "H", "F", "C", "F", "F", "C", "C", "C", "C", "N", "C", "S", "H", "H", "H", "Br", "C", "C", "C", "C", "C", "C", "C", "O", "O", "H", "H", "H", "H", "N", "C"], "coordinates": [[-1.0178, -0.6683, -0.8526], [-3.0903, 1.3151, 2.4911], [-2.7587, 2.5480, 2.0193], [-2.1293, 2.3519, 0.8176], [-2.0784, 1.0266, 0.5626], [-2.6565, 0.4088, 1.5874], [-2.6847, -1.0203, 1.6021], [-2.1686, -1.6880, 0.5625], [-2.2728, -3.0128, 0.8567], [-2.8501, -3.1447, 2.0862], [-3.1123, -1.8857, 2.5360], [-3.5641, 1.1323, 3.3606], [-2.9787, 3.4458, 2.5558], [-1.7206, 3.0700, 0.1361], [-1.9353, -3.7707, 0.1746], [-3.0795, -4.0186, 2.6581], [-3.5105, -1.6595, 3.4350], [-1.5822, 1.8419, -5.7005], [-0.4041, 2.3169, -5.2807], [-0.6560, 3.4668, -4.6415], [0.3035, 2.6210, -6.3685], [0.3062, 1.3302, -4.3827], [1.5381, 0.7982, -4.6989], [2.1205, -0.1232, -3.8256], [1.4228, -0.5065, -2.6993], [0.2213, -0.0049, -2.3856], [-0.3395, 0.9236, -3.1983], [-1.8598, 1.4900, -2.6641], [2.0412, 1.0809, -5.6103], [3.0907, -0.5430, -4.0421], [1.8303, -1.2415, -2.0168], [1.8195, 2.2736, 1.3386], [2.7010, 0.8267, 2.2028], [3.9709, 1.0220, 2.7226], [4.6259, -0.0349, 3.3304], [4.0024, -1.2660, 3.4582], [2.7188, -1.4448, 2.9698], [2.0717, -0.4061, 2.3161], [0.7243, -0.6782, 1.6854], [-0.1721, -1.1763, 2.3520], [0.6689, -0.3807, 0.4511], [4.4409, 1.9890, 2.6391], [5.6253, 0.1098, 3.7095], [4.5127, -2.0905, 3.9295], [2.2071, -2.3898, 3.0682], [-2.3908, -2.4685, -3.0186], [-1.9497, -1.7651, -2.2280]], "mulliken_charge": [0.58, -0.05, -0.78, -0.42, 0.07, 0.16, 0.38, 0.16, -0.22, -0.67, -0.06, 0.18, 0.42, 0.54, 0.46, 0.43, 0.19, -0.21, 0.56, -0.22, -0.29, 0.02, -0.21, -0.84, -0.13, -0.12, 0.67, -0.18, 0.54, 0.42, 0.53, -0.17, 0.18, -0.49, -0.51, -0.65, -0.45, 0.35, 0.64, -0.60, -0.53, 0.43, 0.40, 0.40, 0.43, -0.56, 0.16], "e_homo_ha": [-0.4216, -0.4216], "gap_ha": [0.202, 0.206], "total_charge": 1, "e_above_lowest_ev": 0.6427, "lumo_energy_ha": [-0.2197, -0.2152]}

***

No. 2
{"formula": "C27H35BrClFHoN6O9P2", "method": "ωB97M-V/def2-TZVPD", "elements": ["Ho", "O", "C", "C", "C", "N", "C", "Br", "C", "H", "H", "H", "H", "C", "P", "C", "C", "C", "P", "C", "C", "H", "H", "H", "H", "H", "H", "H", "H", "H", "H", "H", "H", "H", "H", "H", "H", "F", "C", "C", "N", "C", "C", "O", "O", "C", "O", "N", "C", "O", "H", "H", "H", "H", "C", "C", "C", "N", "H", "H", "H", "H", "H", "N", "C", "N", "C", "C", "C", "C", "C", "C", "H", "H", "H", "H", "H", "H", "O", "Cl", "O", "O", "O"], "coordinates": [[0.3653, 0.1094, -0.3624], [0.1167, -2.2286, 6.1177], [0.2580, -1.7519, 4.8881], [-0.0927, -0.4270, 4.5254], [-0.0095, -0.0654, 3.2055], [0.2788, -0.9292, 2.1841], [0.5955, -2.1474, 2.5658], [1.0393, -3.4239, 1.2275], [0.6041, -2.6219, 3.8851], [-0.0927, -1.5257, 6.7659], [-0.5000, 0.2716, 5.2570], [-0.2637, 0.9586, 3.0186], [0.8529, -3.6473, 4.1817], [-2.7835, -2.7992, 0.8277], [-2.4499, -1.0640, 0.4104], [-3.3170, -0.2347, 1.8011], [-3.6208, -0.8246, -0.9832], [-3.1764, 0.2538, -2.0064], [-1.5750, -0.0464, -2.7439], [-1.9673, -1.5208, -3.7003], [-1.5345, 1.4247, -3.8045], [-3.8494, -2.9319, 0.7589], [-2.4223, -2.9584, 1.9275], [-2.3342, -3.4993, 0.1929], [-4.3629, -0.6567, 1.9165], [-3.3720, 0.8272, 1.6854], [-2.7491, -0.5046, 2.7260], [-4.6802, -0.6144, -0.7128], [-3.7470, -1.7635, -1.4732], [-3.2135, 1.1854, -1.5093], [-3.9516, 0.2459, -2.8376], [-2.4339, -1.4330, -4.7527], [-2.5360, -2.1503, -3.0989], [-1.0168, -2.0110, -3.9253], [-2.3329, 1.4394, -4.5395], [-0.5741, 1.6111, -4.3488], [-1.6545, 2.2646, -3.0974], [0.3495, 3.8247, 5.3199], [-0.6479, 3.7174, 4.3978], [-0.3727, 4.1505, 3.1476], [-1.3601, 4.0737, 2.1162], [-0.8195, 3.9950, 0.7603], [-0.7042, 2.5379, 0.2209], [-0.3560, 2.2244, -0.9386], [-0.7960, 1.6758, 1.1067], [-2.6080, 3.6635, 2.4267], [-3.4316, 3.4401, 1.5886], [-2.8502, 3.5228, 3.7885], [-1.9500, 3.3273, 4.8401], [-2.2687, 2.9380, 5.9263], [0.5672, 4.5320, 2.8856], [0.1645, 4.5249, 0.8464], [-1.4317, 4.6121, 0.0951], [-3.8263, 3.4028, 3.9641], [4.8037, 2.6876, -2.5861], [3.4660, 2.5256, -3.3562], [2.5790, 1.6461, -2.6936], [1.9149, 0.9249, -2.1152], [5.5028, 3.3588, -3.1531], [5.2136, 1.7688, -2.3735], [4.7506, 3.2525, -1.6405], [3.5417, 2.2672, -4.3661], [3.0742, 3.5237, -3.3422], [0.5910, -4.2220, -2.2069], [-0.0026, -3.1045, -1.6656], [0.8444, -2.0661, -1.6069], [2.0091, -2.5297, -2.2052], [3.2512, -1.9784, -2.2874], [4.2648, -2.7010, -2.9122], [3.9879, -3.9690, -3.3675], [2.8232, -4.6028, -3.2550], [1.8417, -3.8818, -2.5776], [0.1440, -5.0751, -2.4416], [-1.0293, -3.1843, -1.4010], [3.4519, -0.9653, -2.0322], [5.2749, -2.2467, -2.8298], [4.7533, -4.5139, -3.9117], [2.6395, -5.5788, -3.6994], [3.1554, -0.0319, 2.5048], [3.0934, 0.3501, 1.0868], [4.3434, 0.7035, 0.5230], [2.0668, 1.4438, 0.9438], [2.4938, -0.7749, 0.3040]], "lowdin_spin": [4.04, 0.00, 0.00, 0.00, 0.00, 0.00, 0.00, 0.00, 0.00, 0.00, 0.00, 0.00, 0.00, 0.00, 0.00, 0.00, 0.00, 0.00, 0.00, 0.00, 0.00, 0.00, 0.00, 0.00, 0.00, 0.00, 0.00, 0.00, 0.00, 0.00, 0.00, 0.00, 0.00, 0.00, 0.00, 0.00, 0.00, 0.00, 0.00, 0.00, 0.00, 0.00, 0.00, -0.01, 0.00, 0.00, 0.00, 0.00, 0.00, 0.00, 0.00, 0.00, 0.00, 0.00, 0.00, 0.00, 0.00, 0.00, 0.00, 0.00, 0.00, 0.00, 0.00, 0.00, 0.00, 0.00, 0.00, 0.00, 0.00, 0.00, 0.00, 0.00, 0.00, 0.00, 0.00, 0.00, 0.00, 0.00, 0.00, 0.00, 0.00, 0.00, 0.00], "e_homo_ha": [-0.4152, -0.4152], "gap_ha": [0.345, 0.345], "spin_multiplicity": 5, "total_charge": 1, "lumo_energy_ha": [-0.0704, -0.0703]}

***

No. 3
{"formula": "C13H24ClN2O5", "method": "ωB97M-V/def2-TZVPD", "elements": ["C", "C", "O", "O", "C", "O", "C", "C", "C", "N", "C", "Cl", "N", "H", "H", "H", "H", "H", "H", "H", "H", "C", "C", "C", "O", "H", "H", "H", "H", "H", "H", "H", "H", "C", "C", "C", "O", "H", "H", "H", "H", "H", "H", "H", "H"], "coordinates": [[2.3052, -0.7514, 3.4510], [0.8674, -0.3253, 3.9407], [0.5609, -0.3919, 5.0981], [-0.0017, 0.1510, 2.9252], [-1.2808, -0.4326, 3.0444], [-1.3685, -1.6321, 3.0315], [-2.4649, 0.5649, 3.1529], [-3.8403, -0.1108, 3.4181], [-4.9789, 0.7455, 3.6242], [-6.0773, -0.1440, 3.7970], [-5.5764, -1.4060, 3.7158], [-6.6526, -2.8146, 3.8676], [-4.2247, -1.4650, 3.5001], [2.2609, -1.1192, 2.3917], [3.0317, 0.1041, 3.5011], [2.6828, -1.5936, 4.0822], [-2.5705, 1.1963, 2.2194], [-2.2606, 1.2884, 3.9882], [-4.9444, 1.8546, 3.5985], [-7.0476, 0.1405, 3.9457], [-3.5938, -2.2625, 3.3777], [4.0039, -1.1464, -1.7506], [3.0477, -0.8257, -0.6136], [2.5482, 0.6078, -0.6996], [3.7108, -1.0260, 0.6372], [4.8849, -0.4984, -1.7126], [4.3629, -2.1747, -1.6711], [3.5192, -1.0195, -2.7210], [2.1987, -1.5128, -0.6430], [3.3796, 1.3160, -0.6262], [1.8702, 0.8291, 0.1291], [2.0210, 0.7853, -1.6399], [4.4640, -0.4233, 0.6736], [0.6407, 2.3453, -4.8242], [0.8748, 0.8572, -5.0320], [0.1697, 0.3556, -6.2822], [0.3980, 0.1365, -3.8944], [-0.4254, 2.5574, -4.6961], [1.1438, 2.6899, -3.9176], [1.0119, 2.9258, -5.6713], [1.9467, 0.6618, -5.1118], [-0.9122, 0.5005, -6.2034], [0.3373, -0.7155, -6.4132], [0.5268, 0.8765, -7.1730], [-0.5493, 0.3013, -3.8140]], "mulliken_charge": [-0.65, 0.61, -0.51, -0.28, 0.60, -0.56, -0.62, 0.62, -0.61, -0.02, 0.17, -0.08, 0.03, 0.11, 0.25, 0.34, 0.37, 0.37, 0.39, 0.23, 0.24, -1.32, 0.46, -0.90, -0.54, 0.36, 0.35, 0.30, 0.25, 0.34, 0.22, 0.13, 0.34, -1.24, 0.49, -1.37, -0.52, 0.33, 0.29, 0.37, 0.27, 0.35, 0.32, 0.38, 0.32], "e_homo_ha": -0.4376, "gap_ha": 0.307, "total_charge": 1, "lumo_energy_ha": -0.1301}

***

No. 4
{"formula": "C4H8NO", "method": "ωB97M-V/def2-TZVPD", "elements": ["C", "C", "C", "C", "N", "O", "H", "H", "H", "H", "H", "H", "H", "H"], "coordinates": [[0.8787, -0.4347, -0.1594], [-0.4701, 0.0212, -0.6769], [0.5172, -0.2167, 1.1366], [-0.7754, 0.9272, -2.1759], [0.7823, -0.2451, 2.5256], [-0.7435, 0.3191, 0.7535], [1.8426, -0.5791, -0.6542], [-1.1494, -0.7487, -0.9749], [-0.2640, 0.3390, -3.0634], [-0.3202, 1.8427, -1.9385], [-1.8558, 0.8345, -2.2978], [0.4036, -1.1893, 2.7440], [0.3316, 0.4952, 3.0813], [1.7989, -0.1868, 2.7214]], "lowdin_spin": [0.72, 0.07, 0.64, 0.05, 0.09, 0.31, 0.04, 0.02, 0.00, 0.00, 0.00, 0.03, 0.01, 0.01], "e_homo_ha": [-0.3723, -0.5351], "gap_ha": [0.225, 0.306], "spin_multiplicity": 3, "total_charge": 1, "e_above_lowest_ev": 3.0323, "lumo_energy_ha": [-0.1477, -0.2292]}